18
Properties=species:S:1:pos:R:3 method="wB97M-V/def2-TZVPD" homo_ev="-8.11 / -8.11" total_charge=0 lumo_ev="-0.736 / -0.735" de_lowest_kj_mol=54.6 gap_ha="0.2711 / 0.2711" spin_multiplicity=1 fmax_ha_per_bohr=0.0616
C -2.18555 -0.17442 -1.40205
C -1.29086 -0.87975 -0.60428
C -2.49383 1.06106 -0.98612
C -0.86797 -0.11347 0.50609
C 0.33751 -0.40906 1.24640
N 0.80376 -1.70373 1.27070
O 3.06456 0.67701 0.61397
O 1.29443 2.45191 -0.28150
O 1.85111 0.38008 -1.61369
S -1.57635 1.48749 0.41744
S 1.66435 0.99184 -0.30160
H -2.61632 -0.72694 -2.26948
H -0.87604 -1.81782 -0.81797
H -3.40822 1.57435 -1.23294
H 0.71465 0.14732 2.04281
H 1.79544 -1.83186 1.60693
H 3.32118 1.24410 1.30281
H 0.46817 -2.35811 0.50246